13
Properties=species:S:1:pos:R:3:nbo_charge:R:1 method="wB97M-V/def2-TZVPD" de_lowest_kj_mol=337.3 e_tot_ev=-10170.919 spin_multiplicity=3 gap_ev="6.2574 / 7.1269" lumo_ev="0.84 / -1.41"
C -0.579 -0.438 -0.250 0.039
C -0.468 0.411 -1.478 -0.655
N 0.882 0.656 1.514 -0.125
N 0.514 -1.197 0.153 -0.472
N 1.473 -0.319 0.754 -0.222
N -0.265 0.912 1.154 0.073
O -1.092 1.725 1.498 -0.286
H -1.547 -0.883 -0.059 0.212
H 0.457 0.978 -1.470 0.229
H -1.308 1.100 -1.502 0.233
H -0.498 -0.202 -2.379 0.218
H 0.230 -1.935 0.801 0.363
H 2.200 -0.807 1.263 0.394